Entry 1:
C28H52BiOP2 as an isolated structure, computed with ωB97M-V/def2-TZVPD.

- LUMO (spin up / spin down): -5.6 / -5.6 eV
- Net charge: +1
- Kohn-Sham gap (spin up / spin down): 4.33 / 4.22 eV

Each line ends with the Mulliken charge.
Atoms and positions in Å:
1 Bi -1.304 1.014 0.984  1.1791
2 C 0.487 0.737 3.545  0.3538
3 C 1.500 1.113 2.632  1.0951
4 C -0.187 2.659 2.415  0.4389
5 C -0.597 1.655 3.393  0.7715
6 C 1.129 2.301 1.966  -0.0132
7 C 0.618 -0.273 4.630  -1.5349
8 H 1.657 -0.284 5.018  0.4534
9 H 0.401 -1.304 4.289  0.1282
10 H -0.036 -0.056 5.497  0.4307
11 C -1.730 1.904 4.312  -1.7328
12 H -1.947 1.050 4.964  0.3671
13 H -2.674 2.178 3.813  0.2463
14 H -1.466 2.740 4.983  0.4001
15 C -0.901 3.934 2.181  -0.9727
16 H -1.149 4.417 3.141  0.2825
17 H -1.850 3.768 1.647  0.2279
18 H -0.320 4.665 1.601  0.3981
19 C 2.027 3.061 1.062  -1.6804
20 H 3.089 2.956 1.376  0.3256
21 H 1.781 4.137 1.042  0.4270
22 H 1.952 2.698 0.016  0.2037
23 C 2.713 0.337 2.281  -1.1411
24 H 3.585 0.978 2.107  0.3307
25 H 2.548 -0.157 1.315  -0.0769
26 H 2.975 -0.459 2.991  0.4115
27 C 1.657 -3.156 0.385  -0.8816
28 C 2.653 -2.703 1.181  -0.7586
29 C 4.093 -2.857 0.890  -0.3927
30 C 4.332 -2.650 -0.633  -0.9139
31 C 4.196 -1.227 -1.092  -0.3564
32 C 3.078 -0.487 -1.131  -0.4676
33 C 1.662 -0.880 -0.769  1.5070
34 C 1.254 -2.395 -0.836  -0.3098
35 H 4.374 -3.893 1.125  0.3585
36 H 3.602 -3.278 -1.159  0.3075
37 H 4.735 -2.191 1.484  0.2860
38 H 1.787 -2.796 -1.711  0.1778
39 H 1.040 -4.018 0.693  0.4649
40 H 2.431 -2.246 2.145  0.5454
41 H 0.159 -2.480 -1.011  0.0768
42 H 1.448 -0.520 0.255  -1.0270
43 H 3.135 0.541 -1.536  0.3811
44 H 0.955 -0.273 -1.371  -0.0073
45 H 5.328 -3.034 -0.911  0.4432
46 H 5.157 -0.762 -1.387  0.3791
47 P -0.664 -0.593 -3.657  0.9348
48 P -1.071 2.592 -3.898  0.4050
49 C -1.352 0.083 -5.293  -1.0605
50 C -1.796 1.545 -5.282  -0.9151
51 H -2.205 -0.555 -5.575  0.4973
52 H -0.574 -0.072 -6.061  0.3991
53 H -1.551 2.014 -6.248  0.4516
54 H -2.888 1.625 -5.149  0.4283
55 C -1.498 4.153 -4.813  -1.2661
56 H -1.028 5.014 -4.325  0.3806
57 H -2.586 4.291 -4.790  0.3739
58 H -1.172 4.109 -5.863  0.3614
59 C 0.695 2.541 -4.464  -1.0898
60 H 0.785 2.565 -5.559  0.3590
61 H 1.207 1.655 -4.071  0.2068
62 H 1.191 3.427 -4.045  0.4088
63 C -2.166 -1.529 -3.156  -1.4617
64 H -2.043 -1.866 -2.117  0.2777
65 H -2.322 -2.397 -3.812  0.3893
66 H -3.034 -0.858 -3.214  0.3626
67 C 0.314 -1.958 -4.455  -1.1535
68 H 0.836 -1.578 -5.348  0.3966
69 H -0.333 -2.799 -4.746  0.3927
70 H 1.076 -2.320 -3.749  0.1869
71 C -4.479 -1.187 2.148  -1.6938
72 C -3.121 -1.339 2.842  1.4622
73 C -3.327 -1.351 4.370  -1.4725
74 C -2.473 -2.690 2.510  -1.4926
75 O -2.251 -0.282 2.463  -0.3692
76 H -5.039 -2.137 2.186  0.4063
77 H -4.333 -0.909 1.093  0.3353
78 H -5.080 -0.422 2.657  0.3550
79 H -3.559 -2.382 4.682  0.4452
80 H -2.410 -1.030 4.882  0.2566
81 H -4.171 -0.725 4.699  0.3356
82 H -2.708 -3.043 1.497  0.3535
83 H -1.385 -2.622 2.629  0.2774
84 H -2.868 -3.435 3.219  0.4036



Entry 2:
A 6-piece molecular cluster, C28H53BrN3O12S5 overall, computed with ωB97M-V/def2-TZVPD.

- LUMO: -3.3 eV
- Net charge: +1
- Kohn-Sham gap: 7.95 eV

Each line ends with the Mulliken charge.
Atoms and positions in Å:
1 C 4.688 1.684 3.584  -0.5698
2 C 3.829 2.973 3.057  -0.5832
3 C 2.402 2.389 2.617  0.1926
4 N 1.288 3.421 2.561  -0.2740
5 C 0.146 2.784 3.270  -0.0561
6 N -0.464 3.360 4.469  -0.1282
7 C -1.508 2.398 4.840  -0.7432
8 C -1.585 1.166 3.867  0.2521
9 C -2.562 -0.092 3.950  -0.3987
10 C -2.393 -1.157 2.762  0.2364
11 O -1.389 -1.948 2.817  -0.3721
12 Br -3.732 -1.276 1.283  -0.1145
13 N -0.511 1.521 2.939  0.2407
14 O -0.139 0.780 1.863  0.0946
15 H 5.784 1.727 3.266  0.3732
16 H 4.209 0.697 3.205  -0.0009
17 H 4.552 1.666 4.724  0.2107
18 H 3.666 3.665 3.974  0.3264
19 H 4.355 3.551 2.224  0.3212
20 H 2.091 1.628 3.440  -0.2702
21 H 2.428 1.785 1.636  0.2483
22 H 1.546 4.245 3.134  0.4127
23 H -0.215 4.242 4.946  0.2604
24 H -2.196 2.470 5.750  0.3830
25 H -2.487 -0.675 4.948  0.3210
26 H -3.651 0.295 3.896  0.4357
27 H 0.666 0.291 2.186  0.2926
28 C -5.601 0.928 -4.054  -0.8136
29 C -4.278 0.955 -3.288  -0.2925
30 C -4.592 1.354 -1.844  -0.2719
31 S -6.266 0.805 -1.527  1.1300
32 O -7.099 1.966 -1.318  -0.6619
33 O -6.237 -0.302 -0.595  -0.6407
34 C -6.579 0.172 -3.165  -0.7206
35 H -5.494 0.450 -5.030  0.3724
36 H -5.955 1.952 -4.216  0.3417
37 H -3.827 -0.043 -3.305  0.1830
38 H -3.563 1.646 -3.741  0.2708
39 H -3.914 0.874 -1.137  -0.0561
40 H -4.561 2.437 -1.712  0.4007
41 H -7.622 0.338 -3.435  0.4315
42 H -6.357 -0.898 -3.157  0.3397
43 C 2.957 -3.102 6.505  -0.6432
44 C 1.497 -2.647 6.535  -0.5202
45 C 1.462 -1.187 6.078  -0.2815
46 S 2.868 -0.970 4.993  1.2450
47 O 3.790 -0.051 5.617  -0.7365
48 O 2.399 -0.793 3.632  -0.6610
49 C 3.512 -2.623 5.171  -0.8538
50 H 3.046 -4.185 6.611  0.3925
51 H 3.506 -2.634 7.329  0.2946
52 H 0.909 -3.263 5.846  0.1442
53 H 1.058 -2.759 7.529  0.3805
54 H 0.545 -0.958 5.532  -0.1232
55 H 1.575 -0.501 6.920  0.4256
56 H 4.602 -2.603 5.141  0.4047
57 H 3.124 -3.223 4.344  0.3893
58 C 1.120 -0.304 -2.446  -0.7756
59 C 0.036 0.423 -1.647  0.3238
60 C -0.337 1.687 -2.424  -0.7013
61 S -0.015 1.328 -4.147  1.1807
62 O 1.061 2.179 -4.600  -0.6386
63 O -1.272 1.227 -4.855  -0.6707
64 C 0.633 -0.314 -3.888  -0.7487
65 H 1.289 -1.316 -2.072  0.3978
66 H 2.064 0.246 -2.373  0.3234
67 H -0.843 -0.224 -1.552  0.2423
68 H 0.373 0.667 -0.637  -0.3184
69 H -1.391 1.941 -2.298  0.1406
70 H 0.287 2.534 -2.133  0.4565
71 H 1.425 -0.519 -4.608  0.4407
72 H -0.189 -1.022 -4.021  0.3773
73 C 1.319 4.215 -8.462  -0.6599
74 C 2.215 3.777 -7.302  -0.2833
75 C 3.628 3.591 -7.859  -0.7071
76 S 3.764 4.699 -9.257  1.1515
77 O 3.915 3.908 -10.457  -0.6497
78 O 4.669 5.777 -8.926  -0.6690
79 C 2.089 5.309 -9.189  -0.7221
80 H 0.349 4.572 -8.112  0.3451
81 H 1.146 3.368 -9.135  0.3226
82 H 2.222 4.556 -6.532  0.2759
83 H 1.852 2.859 -6.835  0.1207
84 H 4.389 3.847 -7.120  0.3475
85 H 3.786 2.573 -8.217  0.3813
86 H 1.720 5.498 -10.197  0.4091
87 H 2.096 6.236 -8.611  0.3494
88 C -2.273 -7.153 2.014  -0.6652
89 C -2.046 -5.644 1.915  -0.5460
90 C -0.753 -5.321 2.650  -0.3805
91 S 0.262 -6.790 2.550  1.1793
92 O 0.430 -7.327 3.881  -0.6575
93 O 1.385 -6.535 1.675  -0.6795
94 C -0.932 -7.793 1.679  -0.7157
95 H -3.060 -7.492 1.337  0.3534
96 H -2.568 -7.416 3.035  0.3143
97 H -1.951 -5.359 0.862  0.3040
98 H -2.883 -5.080 2.334  0.2609
99 H -0.227 -4.485 2.189  0.2284
100 H -0.937 -5.108 3.705  0.2567
101 H -0.857 -8.830 2.004  0.4089
102 H -0.715 -7.717 0.611  0.3365



Entry 3:
A 3-piece molecular cluster, C28H53BrN4OS2 overall, computed with ωB97M-V/def2-TZVPD.

- LUMO: -0.7 eV
- Structure (SMILES): CCC[C@H]1C(=O)N[C@](N)(Br)[C@]1(CC)CCCSC(=S)n1ccnc1.CCCCCC.CCCCCC
- Kohn-Sham gap: 8.30 eV

Each line ends with the Mulliken charge.
Atoms and positions in Å:
1 C -1.464 2.379 5.705  -1.2975
2 C -0.106 2.221 5.010  -0.3826
3 C 0.269 0.784 4.632  -1.3865
4 C -0.311 0.198 3.329  0.1067
5 C -1.749 0.489 3.014  -0.0953
6 O -2.704 0.344 3.709  -0.6082
7 N -1.759 0.914 1.679  -0.3837
8 C -0.675 0.186 0.979  -0.3822
9 N -0.558 0.804 -0.338  -0.0253
10 Br -1.351 -1.688 0.775  -0.1107
11 C 0.515 0.345 1.973  2.2285
12 C 1.102 1.751 1.979  -1.2649
13 C 1.804 2.213 0.674  -1.1241
14 C 1.516 -0.818 2.077  -1.1753
15 C 2.606 -1.019 1.008  -1.3529
16 C 2.215 -1.848 -0.224  -0.8862
17 S 2.128 -0.813 -1.702  0.1365
18 C 0.833 -1.526 -2.628  0.1563
19 S 0.515 -3.119 -2.635  -0.2395
20 N 0.079 -0.618 -3.363  0.2283
21 C -1.018 -0.884 -4.164  -0.2021
22 C -1.433 0.314 -4.649  -0.6916
23 N -0.619 1.336 -4.188  -0.6593
24 C 0.274 0.762 -3.431  -0.2778
25 H -2.257 2.523 4.983  0.2774
26 H -1.697 1.544 6.357  0.2877
27 H -1.440 3.289 6.301  0.4254
28 H -0.077 2.907 4.168  0.1540
29 H 0.659 2.570 5.703  0.4897
30 H -0.095 0.153 5.439  0.5491
31 H 1.349 0.660 4.604  0.3444
32 H -0.351 -0.874 3.542  0.3214
33 H -2.668 0.663 1.291  0.4503
34 H -1.235 1.556 -0.379  0.2554
35 H -0.886 0.143 -1.033  0.1891
36 H 1.820 1.850 2.781  0.3381
37 H 0.269 2.425 2.134  0.4926
38 H 1.818 1.454 -0.098  -0.1419
39 H 1.315 3.086 0.251  0.4309
40 H 2.835 2.497 0.873  0.3147
41 H 0.998 -1.764 2.197  0.5651
42 H 2.055 -0.647 3.008  0.4438
43 H 3.088 -0.090 0.722  0.5243
44 H 3.385 -1.606 1.491  0.3840
45 H 2.995 -2.578 -0.408  0.6740
46 H 1.303 -2.415 -0.071  0.4061
47 H -1.419 -1.860 -4.342  0.3966
48 H -2.273 0.484 -5.294  0.4151
49 H 1.055 1.256 -2.886  0.6049
50 C -7.410 -5.329 -0.378  -1.1868
51 C -7.333 -3.849 -0.013  -0.4092
52 C -6.006 -3.197 -0.395  -0.7972
53 C -4.777 -3.782 0.304  -0.1557
54 C -4.825 -3.741 1.831  -0.4290
55 C -4.897 -2.325 2.399  -0.8559
56 H -6.655 -5.914 0.149  0.2821
57 H -8.385 -5.741 -0.114  0.3815
58 H -7.264 -5.473 -1.450  0.2923
59 H -7.523 -3.724 1.056  0.2378
60 H -8.138 -3.318 -0.528  0.3713
61 H -6.067 -2.124 -0.190  0.2998
62 H -5.864 -3.287 -1.476  0.4050
63 H -3.893 -3.234 -0.039  -0.1320
64 H -4.631 -4.817 -0.018  0.3535
65 H -3.925 -4.228 2.217  0.3544
66 H -5.670 -4.328 2.200  0.3129
67 H -4.038 -1.736 2.079  -0.0079
68 H -4.895 -2.347 3.489  0.4068
69 H -5.805 -1.809 2.083  0.2758
70 C 7.500 1.888 -4.046  -1.1749
71 C 6.897 3.122 -3.381  -0.4585
72 C 5.997 2.793 -2.192  -0.9252
73 C 4.763 1.955 -2.531  0.2844
74 C 3.834 2.561 -3.580  -0.3267
75 C 3.219 3.891 -3.150  -1.1082
76 H 6.730 1.234 -4.457  0.2781
77 H 8.158 2.175 -4.868  0.3812
78 H 8.089 1.310 -3.331  0.2883
79 H 6.347 3.707 -4.123  0.2357
80 H 7.710 3.764 -3.031  0.3935
81 H 5.685 3.727 -1.715  0.3556
82 H 6.584 2.256 -1.440  0.3943
83 H 4.193 1.788 -1.611  -0.4200
84 H 5.079 0.964 -2.871  0.4629
85 H 3.027 1.849 -3.777  0.1421
86 H 4.363 2.689 -4.528  0.4193
87 H 2.649 3.774 -2.225  0.0686
88 H 2.539 4.266 -3.916  0.3938
89 H 3.981 4.654 -2.987  0.4136



no.,strongest force on any atom (Eh/bohr)
1,0.061
2,0.125
3,0.046